ORCA calculation (ωB97M-V/def2-TZVPD) on 40 unconnected molecules or ions with the total composition H80O40.

XYZ file:
```
120
Properties=species:S:1:pos:R:3:lowdin_charge:R:1
H -2.7612 1.4412 -0.0253 -0.095
H -1.4669 1.4461 -1.0637 0.121
O -2.1205 0.9807 -0.3292 -0.060
H -0.9252 0.4200 2.2879 0.063
H -1.5637 0.1700 1.1102 -0.068
O -1.5488 -0.2497 1.9015 -0.035
H -4.2095 3.6734 -2.6264 -0.022
H -3.2397 2.5743 -2.8792 -0.038
O -3.5261 3.3926 -3.2285 -0.025
H 4.4477 4.5827 2.2404 -0.032
H 3.2212 5.1911 1.4403 0.024
O 4.1722 4.9960 1.4876 -0.041
H -2.4238 0.3343 -1.9947 0.082
H -2.3530 -0.1015 -3.3653 0.073
O -2.6033 0.8627 -2.9040 -0.195
H -0.4262 -0.4819 -4.0729 0.053
O -0.1102 -1.0258 -3.2989 -0.034
H -1.8734 -2.6449 -1.2630 0.088
O -2.8767 -2.4849 -1.4190 -0.047
H 5.6565 -1.6273 -2.2125 0.115
H 4.1565 -1.9079 -1.7331 0.015
O 4.9155 -1.3289 -1.5539 -0.101
H -3.2513 3.5364 5.1632 0.065
H -2.5784 2.5592 4.1712 -0.044
O -2.4891 2.9819 4.9652 -0.003
H 2.5129 3.3296 -1.7768 0.088
H 2.4936 2.5229 -0.3678 -0.023
O 2.3509 3.4089 -0.7468 -0.123
H 1.5610 -4.8269 0.6385 0.063
H 0.3209 -4.7782 -0.3125 0.025
O 0.9185 -5.4550 0.1229 -0.116
H 3.5213 -3.2026 0.7055 -0.063
O 3.2379 -2.6643 0.1050 0.010
H 4.0785 -0.5364 4.4736 0.092
H 4.5082 -0.3634 3.1159 -0.056
O 3.8935 -0.8425 3.5511 -0.028
H -2.1054 -2.9170 2.9946 -0.026
H -2.3525 -2.5716 1.5114 0.053
O -1.7056 -2.8709 2.2137 -0.010
H -2.8858 0.6297 4.8486 0.016
H -4.0857 -0.3950 4.7632 0.038
O -3.2510 -0.2035 5.2436 -0.086
H 4.0665 2.9576 -3.7358 0.049
H 4.0466 1.5310 -4.6576 0.076
O 3.4588 2.3468 -4.3777 -0.187
H 3.4567 -5.2520 -1.8387 0.026
H 2.7359 -3.9719 -1.4970 -0.035
O 3.4997 -4.3362 -1.8812 0.001
H 3.9655 -2.8142 2.6336 -0.027
H 3.5892 -3.4336 3.9444 -0.031
O 4.0058 -3.5816 3.1569 0.018
H -0.5866 2.9800 -4.6869 0.203
O -0.1822 2.0549 -4.2612 -0.086
H 1.0201 -2.5375 -0.8614 0.082
H -0.4623 -2.4350 -1.7853 -0.012
O 0.1434 -2.8846 -1.2084 -0.064
H -1.7362 3.1200 1.4684 0.015
O -2.4410 3.2190 0.9323 0.025
H -2.8002 -1.8541 -3.9337 0.037
H -3.9069 -1.0336 -4.8164 0.124
O -2.9031 -1.1726 -4.6486 -0.097
H 1.2551 0.8008 3.8182 0.034
H 0.2398 1.6754 4.6669 0.043
O 0.5727 1.4857 3.7998 -0.028
H 0.2589 -4.8210 2.6811 -0.041
H 1.0060 -3.8764 2.9596 -0.133
O 1.0753 -4.6885 2.8917 0.129
H -4.7095 -3.0954 0.4059 0.019
H -3.7960 -3.7994 -0.5536 -0.111
O -4.4149 -3.9322 0.0331 0.009
H 0.2883 5.1524 -0.8296 -0.074
H -1.0013 6.0810 -0.9894 0.042
O -0.5507 5.2942 -0.7986 0.074
H 2.1370 -2.4180 4.7116 0.104
H 1.0298 -1.3117 5.1908 0.035
O 1.9852 -1.5111 5.2840 -0.122
H -0.0980 3.2332 -1.5598 -0.099
H -0.0529 2.1096 -2.7035 0.015
O -0.4193 2.5312 -1.8985 0.010
H 1.6630 -3.9392 -3.1742 -0.059
H 0.8196 -4.9791 -3.9771 0.048
O 0.9674 -4.0714 -3.7323 -0.001
H 5.0276 4.0605 -1.9526 0.093
H 5.0855 2.4647 -2.0892 0.103
O 4.4986 3.2716 -2.1640 -0.077
H 0.2187 -1.2732 1.9466 -0.001
H 0.2434 -2.3022 2.9253 -0.047
O 0.7336 -1.5928 2.6575 -0.005
H 1.1906 3.9194 1.5471 -0.150
O 1.6427 3.9446 2.1913 0.119
H -3.7926 -4.0716 -2.8415 -0.003
H -2.8193 -4.9971 -2.8022 0.040
O -3.1015 -4.3259 -3.4202 -0.030
H -0.7956 1.4077 -3.9555 -0.023
H 0.6622 -1.4179 -3.6275 -0.005
H -2.3462 4.1248 0.7091 0.051
H -3.3106 -2.2004 -0.6407 0.011
H 3.6985 -1.8288 0.4755 0.085
H 1.6433 3.3371 2.8733 0.006
O -4.7717 4.1418 -0.8035 -0.041
H -5.2116 4.4866 -1.5674 0.043
H -4.0111 3.6323 -1.2064 0.057
O 2.7471 0.8056 -0.2194 -0.158
H 3.6832 0.4857 -0.5385 0.056
H 2.7441 0.6760 0.9002 0.169
O 2.2992 -0.1790 -5.0439 -0.105
H 1.9152 0.6256 -4.7712 -0.050
H 1.5271 -0.4491 -5.7688 0.149
O -4.1586 -1.9264 1.8972 -0.019
H -4.3492 -2.7133 2.3406 0.044
H -3.5639 -1.2313 2.0876 -0.001
O -4.2850 1.0279 2.2593 -0.051
H -5.0457 0.6448 1.8252 0.045
H -3.9714 1.8545 1.8422 0.004
O -4.6789 3.8637 2.0182 -0.037
H -5.0564 3.6745 1.1230 0.042
H -3.8192 4.0721 1.9619 -0.072
O 4.9778 0.5199 1.3103 0.014
H 4.7917 -0.3654 1.1654 -0.017
H 5.5967 0.8428 0.7107 0.038
```

multiplicity: 1
lowest unoccupied orbital energy: -0.5 eV
HOMO-LUMO gap: 9.76 eV

ORCA calculation (ωB97M-V/def2-TZVPD) on 40 unconnected molecules or ions with the total composition H80O40.

XYZ file:
```
120
Properties=species:S:1:pos:R:3:lowdin_spin:R:1
H -0.2909 0.6373 -1.9624 0.000
H 0.8483 0.2033 -0.8605 0.000
O 0.6007 0.3366 -1.7639 0.000
H 0.0994 2.6566 -2.4647 0.000
H -0.6720 3.8403 -3.0742 0.000
O -0.1120 3.5834 -2.3437 0.000
H -1.5001 0.5944 5.1841 0.000
H -2.0961 1.9031 5.7835 0.000
O -1.6610 1.0769 6.0051 0.016
H 1.0196 -2.8330 0.9671 0.000
H 0.3730 -3.5823 2.1866 0.000
O 1.0753 -2.9811 1.9218 0.002
H 1.8374 -1.0767 4.1239 0.000
H 1.6542 -1.5782 2.7029 0.003
O 1.6152 -0.7469 3.2453 0.052
H 3.1667 1.8992 0.6160 0.000
O 2.6766 2.5157 1.1786 0.000
H 1.5817 -2.0168 -1.4233 0.000
O 1.9751 -2.8922 -1.4621 0.000
H -0.8881 -4.5919 -2.7484 0.000
H 0.2637 -5.6652 -2.5835 0.000
O 0.0360 -4.7924 -2.9008 0.000
H -4.9668 -0.4869 1.6718 0.000
H -5.6366 -0.2328 2.9047 0.000
O -5.1021 0.2672 2.2617 0.000
H 3.4035 -3.9538 3.2719 0.000
H 3.2636 -2.8838 2.3864 0.000
O 3.1220 -3.0324 3.3333 0.001
H -0.5186 0.5311 -5.6331 0.000
H -0.7546 1.4371 -6.8447 0.000
O -0.3659 0.6010 -6.5831 0.000
H -5.2514 -1.9838 -3.6272 0.000
O -5.0115 -1.9644 -2.6895 0.000
H -3.0693 -4.9966 -1.9290 0.000
H -4.4878 -3.9843 -2.0701 0.000
O -3.9752 -4.7766 -2.1106 0.000
H 0.4228 5.3166 1.5065 0.000
H 1.5096 4.1177 1.2986 0.000
O 0.8668 4.5467 1.8806 0.003
H -1.8998 3.8881 -1.0149 0.000
H -3.4448 3.4168 -0.5397 0.000
O -2.8107 4.1016 -0.7683 0.000
H 3.1782 -3.0076 -2.8242 0.000
H 4.1380 -2.0383 -3.5022 0.000
O 3.3835 -2.6002 -3.6821 0.000
H -2.4394 -1.2009 -4.7011 0.000
H -1.1988 -1.0767 -3.8881 0.000
O -1.9624 -0.5455 -4.1722 0.000
H -2.7509 3.3724 -3.5992 0.000
H -3.9978 2.3837 -3.4550 0.000
O -3.1921 2.5508 -3.9427 0.000
H 4.8097 -2.6063 0.6529 0.000
O 4.4713 -2.0785 -0.0783 0.000
H -1.4914 3.6760 3.3870 0.000
H -0.1557 3.5000 2.5995 0.000
O -0.9605 3.0310 2.9171 0.000
H -3.0102 -1.7349 3.2192 0.000
O -3.7601 -2.3324 3.3058 0.000
H 5.9677 2.5443 -0.3732 0.000
H 4.6428 3.2631 0.1841 0.000
O 5.3632 3.2771 -0.4430 0.000
H -5.9570 0.8742 -1.3219 0.000
H -5.3573 -0.5000 -1.6990 0.000
O -5.1342 0.3795 -1.3500 0.000
H -2.1062 5.3842 -3.2185 0.000
H -3.3679 5.0483 -2.3692 0.000
O -2.9929 5.0253 -3.2764 0.000
H 5.9829 -0.3211 -3.5415 0.000
H 6.2132 0.3563 -2.1410 0.000
O 5.5569 0.1573 -2.8265 0.000
H -0.5588 -0.0933 2.7863 0.000
H -1.3128 1.3303 2.9082 0.000
O -1.0718 0.4919 3.3468 -0.004
H -3.0345 1.0260 -1.6820 0.000
H -2.0488 1.0751 -2.8141 0.000
O -2.0952 1.1614 -1.8530 0.000
H 4.3673 -0.5136 3.5505 0.000
H 4.0955 0.5394 4.4107 0.000
O 4.6832 0.4107 3.6382 0.002
H 3.0300 4.0556 -1.4506 0.000
H 2.9059 2.7951 -2.2267 0.000
O 2.7469 3.1344 -1.3343 0.000
H 3.2034 -4.4138 -1.2448 0.000
H 2.5527 -5.3295 -0.2221 0.000
O 3.3488 -5.2278 -0.7463 0.000
H -1.7625 -1.1777 -1.7970 0.000
H -1.4530 -2.2158 -0.9453 0.000
O -1.6200 -2.1470 -1.8959 0.000
H 1.1203 -2.5347 6.1514 0.000
O 1.3752 -3.4169 5.8607 0.000
H 0.6186 0.8963 0.9919 0.000
H -0.2910 2.0599 0.9027 0.000
O -0.3186 1.0952 0.8582 0.000
H 4.3619 -1.1491 0.1317 0.000
H 2.7671 2.0764 2.0341 0.000
H -3.7663 -2.6067 4.2276 0.000
H 1.2858 -3.3481 -1.9765 0.000
H -4.1097 -2.2932 -2.6159 0.000
H 1.7605 -3.2047 5.0048 0.000
O -3.4830 -2.5431 0.6093 0.000
H -4.1801 -2.7553 1.2454 0.000
H -3.3973 -1.6362 0.9430 0.000
O 2.8226 -0.0992 -0.6700 0.000
H 2.3442 -0.9229 -0.7036 0.000
H 3.4450 -0.0440 -1.3866 0.000
O 4.0457 1.6369 -4.6647 0.000
H 4.9110 1.3225 -4.4238 0.000
H 3.3632 0.9661 -4.5684 0.000
O 1.4277 3.9907 4.5932 0.292
H 2.1590 4.2003 3.9901 0.003
H 1.5851 3.1141 4.9529 -0.006
O 1.0180 1.1958 4.6882 0.633
H 0.5705 1.0847 5.5599 0.005
H 0.3608 0.9102 3.9506 0.000
O -4.2223 3.1938 1.9071 0.000
H -3.7321 3.7016 2.5594 0.000
H -3.9544 2.2737 1.8738 0.000
O -2.2332 -5.2807 -0.0420 0.000
H -3.1951 -5.4094 -0.0059 0.000
H -2.3511 -4.3068 -0.0321 0.000
```

multiplicity: 2
lowest unoccupied orbital energy (alpha / beta): -3.3 / -9.9 eV
net charge: +1
HOMO-LUMO gap (alpha / beta): 8.98 / 2.41 eV

ORCA calculation (ωB97M-V/def2-TZVPD) on 5 unconnected molecules or ions with the total composition H8IO4.

XYZ file:
```
13
Properties=species:S:1:pos:R:3:nbo_charge:R:1
I -0.0398 0.7942 0.2518 0.021
O -0.8591 -1.0568 3.0556 -0.927
H -0.3189 -0.4622 2.5350 0.456
H -1.3744 -0.4807 3.6202 0.470
O -3.0606 1.1750 -1.7756 -0.937
H -2.1434 1.2437 -1.5104 0.460
H -3.0350 0.7031 -2.6080 0.472
O 0.5144 -0.0014 -3.1990 -0.942
H 0.4734 0.1396 -2.2531 0.459
H 0.9485 -0.8489 -3.2967 0.471
O 3.1889 -0.6854 1.5785 -0.933
H 3.1591 -0.3751 2.4835 0.468
H 2.5469 -0.1448 1.1182 0.461
```

multiplicity: 2
lowest unoccupied orbital energy (alpha / beta): 0.3 / -4.5 eV
HOMO-LUMO gap (alpha / beta): 11.78 / 6.77 eV

ORCA calculation (ωB97M-V/def2-TZVPD) on a molecular structure, H8MgO16S3.

XYZ file:
```
28
Properties=species:S:1:pos:R:3:nbo_charge:R:1
Mg -0.8472 -0.3778 -0.2452 1.796
S 1.6958 1.5054 -3.3296 2.639
O 0.9771 0.8659 -2.2833 -1.161
O 2.4455 0.5877 -4.1315 -1.148
O 0.8146 2.2187 -4.2635 -1.160
O 2.7071 2.4103 -2.7984 -1.127
S -0.7356 2.8193 2.7122 2.609
O -0.5324 4.0965 2.0430 -1.099
O -0.5972 1.6718 1.7933 -1.175
O 0.0312 2.6103 3.9456 -1.095
O -2.1174 2.8374 3.1730 -1.185
S 1.9229 -3.2570 1.4410 2.627
O 1.0889 -2.2032 0.8675 -1.174
O 1.5563 -3.4265 2.8130 -1.135
O 1.8714 -4.5430 0.7980 -1.133
O 3.2750 -2.7017 1.3772 -1.095
O -1.4110 -2.4003 -2.0875 -0.963
H -2.2515 -2.8225 -2.2650 0.461
H -0.7972 -3.1259 -1.9738 0.509
O -2.9387 1.0375 -1.5340 -0.951
H -3.1710 1.9536 -1.6858 0.499
H -3.7000 0.5433 -1.8380 0.458
O -2.9241 -1.6317 1.4583 -0.964
H -3.2211 -2.5230 1.6417 0.471
H -3.2303 -1.1182 2.2058 0.496
O 3.6207 1.3697 0.7786 -0.948
H 2.9044 1.3986 0.1443 0.499
H 3.5638 2.2047 1.2431 0.449
```

multiplicity: 1
lowest unoccupied orbital energy: 6.6 eV
net charge: -4
HOMO-LUMO gap: 2.57 eV

ORCA calculation (ωB97M-V/def2-TZVPD) on a molecular structure, H8NPSi2.

XYZ file:
```
12
Properties=species:S:1:pos:R:3:nbo_charge:R:1
N 0.3596 0.7183 1.2956 -1.530
Si 1.4231 -0.6054 1.4303 1.129
Si -0.6352 -0.1502 -1.6735 0.424
P -0.6885 1.0781 0.3171 1.066
H 0.7313 -1.7862 1.7067 -0.213
H 2.0317 -0.8589 0.1511 -0.235
H 2.6497 -0.3369 2.2139 -0.177
H -2.0553 0.3407 -1.6884 -0.146
H 0.3532 -0.3923 -2.6656 -0.101
H -1.3075 -1.3968 -2.0212 -0.117
H -2.0494 0.9182 0.7616 -0.062
H -0.8127 2.4712 0.1724 -0.038
```

multiplicity: 1
lowest unoccupied orbital energy: -0.2 eV
HOMO-LUMO gap: 8.83 eV

ORCA calculation (ωB97M-V/def2-TZVPD) on 4 unconnected molecules or ions with the total composition H8O4.

XYZ file:
```
12
Properties=species:S:1:pos:R:3:nbo_charge:R:1
O 16.8831 35.1292 9.3698 -0.940
H 16.2450 35.7616 9.4790 0.482
H 17.4408 35.4723 8.7488 0.477
O 17.1817 34.9284 6.1400 -0.985
H 17.7949 34.4713 5.6687 0.483
H 16.5093 34.5175 6.7281 0.502
O 15.6353 37.4707 10.4374 -0.964
H 15.0143 38.1734 10.4572 0.486
H 15.6439 36.9679 11.2639 0.484
O 18.2613 34.1696 11.5002 -0.965
H 17.8663 34.8608 10.8851 0.489
H 17.4596 34.0153 12.2168 0.452
```

SMILES: O.O.O.O
multiplicity: 1
lowest unoccupied orbital energy: 0.4 eV
HOMO-LUMO gap: 10.94 eV

What are the ΔE to the lowest compared entry with this formula, charge and spin values for these records? In order: 450.5 127.5 0.0 193.9 48.4 40.4 kcal/mol.
What are the F_max values for these records? In order: 16.734 2.909 0.354 6.117 4.635 5.583 eV/Å.